93
Properties=species:S:1:pos:R:3:forces:R:3 method="wB97M-V/def2-TZVPD" fmax_ha_per_bohr=0.2245 total_energy_ev=-155943.429 charge=-1
C -2.915 -5.510 1.054 0.2 -0.7 -0.3
C -2.238 -4.202 1.773 -0.4 0.3 -2.1
O -3.117 -3.092 1.279 1.9 -1.9 1.0
B -2.264 -2.098 0.591 0.2 -1.6 1.3
O -2.980 -0.823 0.793 -3.9 2.1 -4.7
C -3.868 -0.719 -0.406 -3.7 -1.0 -3.6
N -4.709 -0.763 -1.411 7.4 0.7 8.8
O -0.940 -2.295 1.276 1.5 -2.0 -0.3
C -0.770 -3.775 1.099 -3.5 2.8 -0.7
Br 0.849 -4.626 1.999 -1.3 1.0 -0.9
H -3.269 -6.315 1.827 0.6 1.6 -1.5
H -2.107 -6.039 0.365 -2.0 1.4 1.4
H -3.832 -5.214 0.369 2.0 -0.2 1.7
H -2.050 -4.189 2.929 -0.8 -0.2 -2.1
H -2.133 -2.179 -0.575 0.3 -0.6 -1.2
H -0.830 -3.880 -0.089 0.8 -0.6 2.5
C -0.902 1.707 -1.108 0.0 -0.2 0.4
N -0.107 1.107 -2.214 0.7 -0.8 0.0
O 0.692 0.212 -1.915 -1.1 1.4 -0.9
O -0.308 1.552 -3.350 0.5 -0.5 1.1
H -0.624 1.223 -0.170 0.0 0.0 -0.3
H -0.669 2.773 -1.076 -0.2 -0.2 -0.1
H -1.957 1.538 -1.331 0.3 0.1 0.0
C -2.920 4.976 -3.946 0.1 0.0 -0.2
N -2.352 4.592 -2.626 0.2 -0.5 0.7
O -1.376 5.235 -2.221 -1.1 -0.9 -0.2
O -2.900 3.655 -2.034 0.9 1.7 -0.8
H -2.342 5.810 -4.351 -0.1 -0.2 0.2
H -2.851 4.105 -4.601 -0.1 0.1 0.2
H -3.959 5.271 -3.785 0.4 -0.3 -0.1
C -6.638 7.475 -2.544 0.1 -0.2 0.1
N -6.123 6.981 -3.850 -0.1 -0.4 -0.8
O -4.911 7.103 -4.064 -1.6 -0.1 -0.1
O -6.950 6.485 -4.624 1.5 0.7 1.0
H -5.805 7.883 -1.968 -0.2 -0.3 -0.4
H -7.379 8.249 -2.753 0.2 -0.5 0.0
H -7.087 6.626 -2.025 0.0 0.1 -0.2
C -5.853 11.346 -0.219 0.2 0.1 0.3
N -6.429 10.107 -0.808 -0.4 -0.7 -0.2
O -6.528 9.121 -0.068 0.0 1.3 -1.2
O -6.766 10.160 -1.997 0.4 0.3 1.8
H -5.603 11.156 0.827 -0.1 -0.1 -0.3
H -4.957 11.597 -0.790 -0.3 0.0 0.0
H -6.608 12.131 -0.298 0.2 -0.1 -0.1
C -1.050 -9.426 2.751 0.1 -0.3 -0.2
N -1.423 -8.010 2.489 -0.2 1.0 -0.2
O -1.159 -7.553 1.370 0.1 -1.1 1.9
O -1.969 -7.397 3.413 0.9 -0.8 -1.4
H -0.581 -9.840 1.856 -0.2 0.2 0.2
H -0.352 -9.433 3.591 -0.2 0.1 -0.1
H -1.967 -9.969 2.992 0.2 0.1 0.1
C 3.609 -1.407 1.025 -0.2 0.3 0.0
N 4.461 -2.358 1.788 0.3 -0.4 0.4
O 4.983 -1.940 2.829 -0.5 -0.9 -1.3
O 4.583 -3.496 1.322 0.1 1.5 0.9
H 3.591 -0.449 1.549 0.1 -0.3 -0.1
H 4.047 -1.295 0.031 -0.1 -0.1 0.1
H 2.605 -1.834 0.971 0.1 0.0 -0.1
C -1.535 -8.820 -1.824 0.0 0.3 -0.2
N -2.290 -9.863 -1.078 -0.8 -0.5 0.3
O -3.519 -9.878 -1.214 1.9 -0.3 0.4
O -1.627 -10.637 -0.378 -1.0 0.9 -0.8
H -2.241 -8.214 -2.396 0.1 -0.2 0.2
H -1.007 -8.208 -1.091 0.0 -0.2 -0.1
H -0.838 -9.331 -2.491 -0.1 0.0 0.2
C 3.126 3.140 -2.845 0.0 0.2 -0.3
N 3.695 2.756 -1.524 0.1 -0.6 0.9
O 4.670 3.399 -1.119 -1.1 -0.9 -0.2
O 3.146 1.819 -0.932 1.1 1.6 -0.7
H 3.704 3.974 -3.249 -0.1 -0.2 0.2
H 3.195 2.269 -3.499 -0.2 0.1 0.2
H 2.087 3.435 -2.683 0.1 -0.2 0.0
C 5.887 0.304 5.129 -0.4 0.0 -0.2
N 6.645 1.404 5.783 0.3 0.9 0.4
O 6.108 2.517 5.821 1.1 -1.5 0.1
O 7.758 1.120 6.241 -1.4 0.6 -0.5
H 4.931 0.695 4.775 0.3 0.0 0.1
H 6.489 -0.059 4.293 -0.1 0.0 0.3
H 5.731 -0.478 5.875 0.2 0.1 -0.2
C 4.031 4.397 2.000 0.0 0.2 -0.2
N 3.277 3.354 2.746 -0.8 -0.7 0.4
O 2.048 3.339 2.610 1.8 -0.1 0.4
O 3.940 2.580 3.447 -1.0 1.0 -1.0
H 3.325 5.003 1.429 0.1 -0.3 0.2
H 4.560 5.009 2.734 0.0 -0.2 -0.1
H 4.729 3.886 1.333 -0.1 0.1 0.2
C 6.591 -4.450 -0.751 0.0 -0.3 0.1
N 7.192 -3.743 -1.914 0.4 0.4 -0.8
O 7.968 -4.388 -2.628 -1.0 1.1 0.8
O 6.867 -2.562 -2.077 0.6 -1.7 0.1
H 6.963 -5.476 -0.730 0.0 0.3 -0.1
H 6.891 -3.913 0.152 -0.2 0.0 -0.2
H 5.507 -4.435 -0.880 0.2 0.2 0.1

---

37
Properties=species:S:1:pos:R:3:forces:R:3 method="wB97M-V/def2-TZVPD" fmax_ha_per_bohr=0.0048 total_energy_ev=-48333.033 charge=-1
O -0.313 -1.123 0.430 0.0 0.0 -0.1
C 0.306 -0.141 0.159 0.1 0.1 0.1
F 0.197 0.301 -1.171 0.0 0.0 0.2
C 1.149 0.724 0.982 -0.1 -0.1 -0.2
B 0.258 1.643 2.104 0.0 0.2 -0.1
C -0.171 3.129 1.505 -0.2 -0.2 0.1
C -1.673 3.296 1.221 0.1 0.0 0.0
C -2.143 2.401 0.060 0.1 0.0 0.1
C -2.911 1.145 0.452 0.0 -0.1 -0.2
S -4.559 1.458 1.086 0.0 0.1 -0.1
O -5.521 0.770 0.279 0.0 0.0 0.0
O -4.769 2.833 1.412 0.0 0.0 0.0
Cl -4.515 0.445 2.875 0.0 0.0 0.2
H 1.727 1.391 0.343 0.1 0.0 0.0
H 1.820 0.071 1.542 -0.1 0.0 0.1
H 0.985 1.770 3.084 0.0 0.0 -0.1
H -0.739 1.016 2.444 0.0 -0.1 0.0
H 0.116 3.903 2.226 0.0 0.0 0.0
H 0.378 3.362 0.579 0.0 0.0 0.0
H -1.924 4.336 0.985 0.0 0.0 0.0
H -2.224 3.047 2.131 -0.1 0.0 0.0
H -2.715 2.949 -0.692 0.0 0.1 0.1
H -1.252 2.024 -0.445 -0.1 0.0 -0.1
H -3.130 0.511 -0.408 0.1 0.0 0.0
H -2.371 0.557 1.191 0.0 0.1 0.1
F 2.986 -4.102 0.578 0.0 0.0 0.0
C 2.903 -3.791 -0.733 0.0 0.0 -0.1
C 1.808 -3.083 -1.186 0.0 0.0 0.1
C 1.745 -2.770 -2.537 0.0 0.0 0.0
C 2.757 -3.165 -3.403 0.0 0.0 0.0
C 3.843 -3.880 -2.917 0.0 0.0 0.0
C 3.924 -4.199 -1.569 0.0 0.0 0.0
H 1.030 -2.775 -0.500 0.0 0.0 0.0
H 0.901 -2.202 -2.904 0.0 0.0 0.0
H 2.700 -2.913 -4.454 0.0 0.0 0.0
H 4.635 -4.189 -3.587 0.0 0.0 0.0
H 4.762 -4.750 -1.163 0.0 0.0 0.0

---

21
Properties=species:S:1:pos:R:3:forces:R:3 method="wB97M-V/def2-TZVPD" fmax_ha_per_bohr=0.1438 spin_multiplicity=3 total_energy_ev=-62624.652 charge=+1
O -0.861 -3.757 -2.865 1.2 1.8 2.2
C -0.432 -3.046 -2.078 -1.3 -2.0 -2.7
Ni -0.422 -0.982 -0.913 -3.2 -1.1 -0.2
O -1.430 -2.309 1.507 2.0 0.8 -3.7
C -0.984 -2.015 0.478 -3.3 -2.2 6.2
C 1.145 -0.130 -1.617 4.1 1.4 -1.0
O 1.972 0.708 -1.905 -2.6 -1.6 0.0
C -2.239 -0.282 -1.319 -3.0 4.5 -1.9
O -2.863 0.659 -1.597 2.3 -3.9 1.2
C 1.327 -1.135 -0.354 3.6 -1.7 -0.2
O 2.359 -1.469 0.103 -0.5 0.5 -0.2
H 0.198 -0.504 -2.268 1.2 1.4 -1.2
N 1.171 1.150 0.779 0.1 1.4 0.7
C 1.041 2.139 1.694 -1.1 -0.9 -0.3
C -0.299 2.120 2.073 0.2 0.0 0.0
C -0.917 1.101 1.336 1.2 0.6 -0.1
N -0.012 0.551 0.515 -0.2 0.8 0.7
H 2.056 0.970 0.304 -0.6 -0.2 0.0
H 1.896 2.734 1.985 -0.2 0.0 0.0
H -0.774 2.757 2.784 -0.1 0.2 0.3
H -1.935 0.739 1.358 0.1 0.2 0.0

---

It is found that the molecular weight values, taken in the order of the records, are 878.25; 325.59; 267.83 g mol⁻¹.